Density functional theory data (wB97M-V/def2-TZVPD) for a cluster of 2 separate species, C3H11NOS2 in total in a non-equilibrium geometry.

Each atom is followed by the atoms it is bonded to, with distances in Å.
CARTESIAN COORDINATES (ANGSTROEM)
1 S -2.2246 0.7517 0.4196  S2 2.067, H7 1.330
2 S -1.7258 -1.0051 -0.5478  S1 2.067, C3 1.837
3 C 0.0890 -1.2533 -0.6921  S2 1.837, C4 1.539, H8 1.086, H9 1.090
4 C 0.9153 0.0428 -0.6075  C3 1.539, N5 1.461, H10 1.083, H11 1.095
5 N 2.2848 -0.2736 -0.2095  C4 1.461, C6 1.473, H12 1.004
6 C 2.9624 -1.0919 -1.2302  N5 1.473, H13 1.086, H14 1.085, H15 1.109
7 H -1.7510 0.4821 1.6333  S1 1.330
8 H 0.5111 -1.9614 0.0142  C3 1.086
9 H 0.1546 -1.6640 -1.6996  C3 1.090
10 H 0.4403 0.6339 0.1661  C4 1.083
11 H 0.9992 0.5713 -1.5627  C4 1.095
12 H 2.8852 0.5129 -0.0411  N5 1.004
13 H 2.3650 -1.9951 -1.3152  C6 1.086
14 H 4.0083 -1.2571 -0.9919  C6 1.085
15 H 2.9762 -0.6135 -2.2301  C6 1.109
16 H 1.1628 2.1746 3.2984  O18 0.933
17 H 0.6280 2.9358 2.0381  O18 0.978
18 O 1.3571 2.4031 2.4150  H16 0.933, H17 0.978

Values from the calculation:
relative energy (zero: lowest compared OMol25 entry of this formula, charge and spin): 19.17 kcal/mol
SMILES: CNCCSS.O
LUMO energy: 0.0110 Ha
frontier orbital gap: 9.06 eV
net charge: 0
spin multiplicity: 1
F_max: 2.28 eV/A